Entry 1:
The following is a quantum chemistry calculation of C28H29F32I3O6 as an isolated structure in a non-equilibrium geometry, from the OMol25 dataset.

Geometry as XYZ:
```
98
Properties=species:S:1:pos:R:3:forces:R:3:mulliken_charge:R:1
C -3.149518 5.456793 -0.958705 -0.5357 0.1314 -0.8084 -0.762
C -1.774004 5.516183 -1.908563 -0.6523 2.5956 1.0803 -0.228
I -1.624721 3.821536 -3.298082 0.0228 0.7481 0.6708 -0.002
C -0.426318 5.802862 -1.022143 -0.4804 0.0478 0.5562 -0.773
C 0.204410 4.497101 -0.260601 2.1855 0.8936 -0.3487 0.228
O -0.428484 4.203742 1.063081 1.9863 -3.2981 -0.4787 -0.332
C 0.171692 2.897175 1.485566 4.1021 -0.6336 3.8075 0.672
O 1.211632 2.795998 2.338131 -6.8903 1.2371 -5.6185 -0.566
C -0.429810 1.466092 0.868157 1.7236 0.4394 -0.6196 -0.555
I -2.616379 1.503756 0.593275 1.1423 0.2972 0.1150 0.145
C 0.047050 0.148932 1.720894 0.4232 1.9933 1.3861 -0.331
C -0.540308 0.140953 3.258181 -0.1999 -0.5212 0.2392 -0.711
I -0.552171 -1.628338 0.594721 0.4001 0.6762 0.5857 0.073
H -2.908523 5.349512 0.182968 -0.3868 -0.0053 -2.3279 0.217
H -3.749979 6.474662 -1.131831 1.4416 -2.1698 0.4784 0.276
H -3.880565 4.600608 -1.343442 1.7238 1.7637 1.0618 0.228
H -1.929878 6.482134 -2.593372 0.4963 -2.3872 1.2848 0.362
H -0.742343 6.586565 -0.179094 0.6301 -1.7382 -1.7485 0.304
H 0.395525 6.370938 -1.672566 -1.6733 -1.6664 1.3490 0.320
H 1.332446 4.782700 0.005893 -2.3379 -0.5970 -0.6786 0.233
H 0.268604 3.522051 -0.904399 -0.4941 1.9489 0.9355 -0.139
H 0.065640 1.380606 -0.213855 -1.2783 0.2023 2.2284 0.291
H 1.222192 0.171870 1.775984 -2.4188 -0.1170 -0.2451 0.356
H -0.056812 0.967624 3.951668 -0.8452 -1.5673 -1.7812 0.293
H -0.281865 -0.900389 3.729416 -0.5395 2.0067 -0.9150 0.193
H -1.720594 0.271366 3.299387 2.5654 -0.3220 -0.3102 0.225
C -2.451455 -3.384456 7.377641 -0.6837 0.3780 0.8219 -0.740
C -2.407313 -3.137669 5.861842 0.3010 0.8494 0.3348 0.909
C -2.089665 -4.366800 5.016998 -0.0195 -0.5543 -1.0267 0.342
F -0.881158 -4.895948 5.304291 -0.3536 0.1447 -0.3439 -0.240
F -2.060797 -4.045384 3.695557 -0.1558 0.2707 0.2648 -0.311
F -1.544511 -2.119206 5.601098 -0.1398 -0.3807 -0.0602 -0.209
F -3.644362 -2.676115 5.492648 0.1800 -0.5516 0.0253 -0.350
O -1.261151 -3.068771 8.106104 1.1189 -1.3123 -0.8561 -0.425
C -0.259635 -4.084215 8.108663 -1.9502 0.1196 0.6830 0.772
C 1.020820 -3.658269 7.374279 0.7738 0.3597 -0.5081 0.168
F 0.775910 -3.301560 6.087398 0.0411 0.0382 0.6787 -0.179
F 1.921867 -4.674722 7.332066 -0.4598 -0.0058 0.2861 -0.261
F -0.787720 -5.232161 7.620104 0.7572 0.2013 0.5654 -0.265
F 0.020825 -4.327292 9.417282 0.3474 0.2611 -0.6498 -0.305
H -3.203849 -2.694615 7.780979 0.3053 0.0343 -0.2290 0.397
H -2.833268 -4.380940 7.628824 0.2544 0.1126 -0.2940 0.369
H -2.847376 -5.142951 5.148776 -0.0986 0.0739 0.1505 0.062
H 1.492975 -2.807179 7.875195 -0.2308 -0.0836 0.1271 0.246
C 2.209419 2.057523 -3.604388 -1.1229 0.0342 -0.0544 -0.412
C 3.290552 3.136318 -3.771280 -0.3583 0.1098 0.9911 0.972
C 4.516867 2.703074 -4.567446 0.9496 0.2586 -0.5457 0.067
F 5.165973 1.665502 -3.997242 -0.0052 0.4831 -0.2843 -0.230
F 5.418372 3.718452 -4.648954 -0.3652 0.0984 0.1055 -0.282
F 3.637084 3.613298 -2.545684 0.0885 -0.1358 -0.4091 -0.279
F 2.709312 4.191210 -4.426253 0.2205 -0.3434 -0.3006 -0.311
O 2.234356 1.319488 -2.378901 1.6486 -0.7288 -0.2722 -0.257
C 3.142067 0.219848 -2.346912 -1.6563 0.2670 -1.0534 0.686
C 4.280201 0.417643 -1.334072 0.7243 0.1893 0.6755 0.326
F 4.988092 1.550354 -1.577262 -0.5024 -0.3976 0.2035 -0.215
F 5.164681 -0.612891 -1.384451 -0.5024 0.0417 -0.2643 -0.268
F 3.592172 -0.023053 -3.601403 -0.0697 -0.4919 0.7957 -0.286
F 2.400096 -0.865406 -1.997725 0.6347 0.5248 0.2485 -0.269
H 1.247519 2.585557 -3.580148 0.2980 0.0563 0.1762 -0.100
H 2.136541 1.398930 -4.477771 0.3122 0.1455 0.1920 0.346
H 4.246018 2.422872 -5.588243 -0.2083 0.0022 0.0203 0.306
H 3.888219 0.478493 -0.313852 -0.2030 -0.0336 -0.1735 0.162
C 1.387996 8.251090 -7.274579 0.2874 1.0500 0.3221 -0.705
C 0.081283 7.444054 -7.233422 -0.2151 0.6847 -0.8084 0.811
C 0.242907 5.972745 -6.866604 -0.5063 -0.9482 0.3664 0.277
F 1.021921 5.302072 -7.742024 -0.3974 -0.0230 0.3154 -0.225
F -0.962887 5.343142 -6.869166 0.0244 0.3949 -0.0080 -0.275
F -0.571342 7.591999 -8.417430 0.1792 -0.2642 0.3654 -0.281
F -0.725057 8.030712 -6.292533 0.3734 -0.4273 0.1329 -0.323
O 1.987737 8.420924 -8.562447 0.3411 -1.8675 -0.2775 -0.405
C 2.803848 7.337571 -9.003443 0.1189 1.3464 1.5544 0.741
C 2.229738 6.624591 -10.237287 -0.4617 -0.3923 -0.7919 0.198
F 0.975582 6.153770 -10.016593 0.5161 0.4287 -0.1302 -0.200
F 2.992453 5.554267 -10.583003 0.1347 0.3610 0.3795 -0.255
F 3.024809 6.495013 -7.965843 0.4506 0.1605 -0.8168 -0.269
F 4.012407 7.882046 -9.308666 -0.6227 -0.3943 -0.3340 -0.296
H 1.130838 9.271191 -6.961652 -0.1377 -0.2495 -0.2576 0.430
H 2.113728 7.911563 -6.526320 -0.2371 -0.2090 -0.2391 0.345
H 0.669273 5.859670 -5.866941 0.0577 0.1736 0.0556 0.196
H 2.188243 7.302760 -11.095522 0.1046 0.1195 0.2288 0.244
C -2.308663 -9.914301 5.466438 0.5520 -0.5515 0.8329 -0.775
C -2.878539 -8.500653 5.273195 1.1064 0.0985 -0.0844 0.993
C -4.188765 -8.433863 4.495845 -0.8364 0.4183 -0.3840 0.049
F -4.073921 -8.921645 3.242090 -0.2329 0.3989 0.4178 -0.217
F -4.604160 -7.144992 4.366982 0.2608 0.0515 0.2811 -0.258
F -1.926234 -7.709350 4.710493 -0.4875 -0.1354 0.0384 -0.207
F -3.098440 -7.980693 6.522559 -0.4159 -0.2159 -0.2553 -0.348
O -1.300868 -10.323899 4.537076 -1.1784 0.0954 -1.4879 -0.412
C -1.785628 -10.837446 3.297945 -0.0978 -0.6329 1.9041 0.731
C -1.414239 -9.949644 2.100368 0.2977 0.6483 -0.7424 0.210
F -1.871608 -8.679633 2.245870 0.3722 -0.5581 0.0908 -0.193
F -1.955075 -10.429039 0.949490 -0.0065 -0.2581 0.4999 -0.263
F -3.119208 -11.054570 3.396748 0.6552 -0.3414 -0.5572 -0.265
F -1.215318 -12.063997 3.154590 -0.0433 0.7446 -0.3300 -0.298
H -1.793934 -9.909837 6.435815 0.0049 0.2281 -0.3110 0.414
H -3.094123 -10.670806 5.578723 0.0261 0.3125 -0.2447 0.344
H -4.981089 -8.983483 5.009695 0.1106 -0.0819 0.1379 0.292
H -0.328259 -9.903316 1.971125 -0.0776 -0.1579 0.2184 0.244
```
Forces are in eV/Å.

- HOMO: -0.33345 Eh
- Total charge: 0
- Max |F|: 0.1746 hartree/bohr



Entry 2:
The following is a quantum chemistry calculation of C28H29N3ReSi as an isolated structure in a non-equilibrium geometry, from the OMol25 dataset.

Geometry as XYZ:
```
62
Properties=species:S:1:pos:R:3:forces:R:3:lowdin_spin:R:1
C 1.067377 -0.256053 -1.044288 1.2879 0.2395 -0.0036 0.025
C 0.862561 0.475665 -2.255064 1.9637 0.0966 0.6170 0.073
C 1.227219 1.833218 -2.008970 1.4083 0.7946 -2.5089 0.057
H 0.554243 0.058642 -3.154816 -0.3333 -0.4542 -1.5176 0.006
C 1.538786 2.016030 -0.645928 1.8057 -0.7577 1.0229 0.040
C 1.531699 0.682827 -0.051561 1.4271 0.6198 0.5344 0.053
H 1.780756 0.503238 0.978994 0.1089 -0.0842 -0.0016 0.002
H 0.909899 -1.326441 -0.926783 -0.0785 0.3976 0.0882 0.005
H 1.465926 2.530233 -2.836486 -1.0359 -0.1291 0.7631 0.006
H 1.700556 2.971618 -0.099354 0.2065 -0.9181 -0.7001 0.010
Re -0.398529 1.243226 -0.744464 -5.1029 -1.3413 4.4604 1.589
C -3.836279 -1.563297 -3.359219 -1.7045 -1.3560 -0.2937 0.207
H -3.693143 -0.855775 -4.186081 0.5197 -0.0963 0.2387 0.015
H -3.035796 -1.833680 -2.604458 -0.3824 -0.8245 -1.0901 0.066
H -4.112803 -2.514609 -3.900655 0.3716 0.0733 0.3115 0.061
Si -2.021945 2.030395 -2.085611 -1.0205 2.2963 -3.7133 0.132
C -2.853306 1.543205 -3.685164 -0.6493 -0.4661 -1.5841 0.050
C -2.462269 1.162292 -5.042266 0.5651 0.7669 1.9687 0.027
H -1.425184 0.853388 -5.251089 -0.5499 0.1095 0.2165 0.001
C -3.343062 1.296718 -6.108220 0.0942 -0.3170 0.6310 0.001
H -2.988414 0.956748 -7.094080 -0.5198 0.4238 0.4369 0.000
C -4.634018 1.769122 -5.853303 -0.5178 -0.6928 0.5698 0.036
H -5.356633 1.713132 -6.636717 -0.3056 0.4382 -0.5482 0.002
C -5.089618 2.055021 -4.547728 -0.3328 -0.1471 -1.0484 -0.002
H -6.126966 2.369036 -4.308428 0.8106 -0.2606 -0.5834 -0.001
C -4.207889 1.912170 -3.509526 0.6611 0.5601 0.8565 0.034
H -4.584322 2.222370 -2.513881 0.2884 -0.2913 -0.3425 0.003
C -1.665172 3.943433 -2.495751 0.3032 -1.8136 -0.2974 0.035
C -1.738891 4.308236 -3.888578 -0.2682 -0.7215 0.1663 0.011
H -2.171201 3.607709 -4.722905 0.5567 1.6146 2.0391 0.000
C -1.152047 5.511273 -4.271913 0.1653 0.2700 -0.2878 0.003
H -1.257699 5.817780 -5.322732 0.1996 0.0020 0.5856 0.000
C -0.391580 6.277044 -3.368481 0.1183 -0.5775 0.2302 0.021
H 0.136682 7.173953 -3.678647 -0.2630 -0.0941 -0.1642 0.001
C -0.174995 5.815778 -2.059339 0.2740 0.5672 -0.1161 -0.001
H 0.541404 6.323333 -1.380181 -0.6654 -0.1909 -0.6327 0.000
C -0.829027 4.683147 -1.611447 -0.0289 -0.2882 -0.3260 0.026
H -0.543682 4.367339 -0.589248 -0.7699 -0.0867 -0.5639 0.004
H -4.748300 -1.290366 -2.813251 0.1536 -0.1300 -0.1110 0.006
H -3.147374 -0.666348 -2.638553 1.0920 2.2616 1.1938 0.265
N -3.152704 0.353898 0.764935 -0.9826 -0.3578 -0.1087 0.021
C -2.752190 1.588350 1.309275 0.2586 -0.3486 0.3863 0.001
C -3.497195 2.067200 2.365256 -0.2735 0.1335 0.1610 0.000
C -2.952596 2.983018 3.230443 0.4861 0.0654 0.0491 0.000
C -1.636258 3.367641 2.953815 0.5487 0.3972 0.0292 0.001
C -0.970160 2.941117 1.810647 -0.1986 0.9058 0.8396 0.009
N -1.559588 2.080148 0.968057 0.9041 -0.1474 -0.3874 0.022
C -2.310636 -0.702616 1.143586 0.4125 -0.2906 -0.3934 0.015
C -2.826207 -1.880438 1.682633 -0.1574 -0.6535 0.2835 0.002
C -1.967647 -2.845279 2.228711 0.3364 1.0753 -0.3042 0.000
C -0.598638 -2.519378 2.216594 0.1339 0.0469 -0.0936 0.002
C -0.177551 -1.356772 1.579529 0.2908 -0.6095 -0.4930 0.003
N -1.006681 -0.493716 0.952827 -0.0608 -0.3285 0.1756 0.051
H -4.096696 0.117109 1.106220 0.5103 0.3853 -0.6268 0.001
H -4.440982 1.578987 2.525449 -0.3502 0.1390 0.3100 0.000
H -3.473320 3.300284 4.141785 0.2554 -0.0447 -0.5040 0.000
H -1.085779 3.991685 3.640831 -0.0847 0.1824 0.0407 0.000
H 0.060766 3.315381 1.593247 -1.1297 -0.5087 0.1013 0.002
H -3.907610 -2.022822 1.644615 0.2689 -0.0243 0.2469 0.000
H -2.317281 -3.771099 2.694235 -0.0122 0.3938 -0.3283 0.000
H 0.169967 -3.179599 2.630858 -0.4473 0.2641 -0.0544 0.000
H 0.895303 -1.162417 1.472507 -0.5615 -0.1679 0.1751 0.001
```
Forces are in eV/Å.

- <S²>: 3.7731
- Multiplicity: 4
- HOMO (alpha / beta): -0.39629 / -0.50766 Eh
- Total charge: +2
- Max |F|: 0.1344 hartree/bohr



Number 1 is which compound?
C28H29F32I3O6



Among the records above, which one has the highest total charge?
C28H29N3ReSi



The lowest total charge belongs to which entry?
C28H29F32I3O6